Record 1
{"formula": "C3H8N2O2", "method": "wB97M-V/def2-TZVPD", "symbols": ["C", "C", "C", "H", "H", "H", "H", "H", "H", "H", "H", "N", "N", "O", "O"], "xyz": [[-1.8879, -0.3966, 0.2828], [-1.1492, 0.8709, 0.0967], [1.2857, 0.7612, -0.4001], [-0.8754, -2.2573, -0.3301], [-1.6251, -0.5660, 1.3594], [-2.9251, -0.2497, -0.0235], [-1.2292, 1.4072, -0.8553], [-1.2694, 1.5952, 0.8668], [1.2891, 1.8104, -1.0877], [3.2232, 0.3348, -0.4507], [1.4849, -1.1196, 0.9266], [0.2891, 0.3966, 0.3867], [2.3123, -0.2509, -0.5920], [-1.3725, -1.3300, -0.7192], [2.4494, -1.0061, 0.5396]], "lumo_ev": 0.840, "energy_ha": -378.92836, "gap_ev": 9.95, "homo_ev": -9.1, "relative_energy_kcal_mol": 133.4}

***

Record 2
{"formula": "C48H45FN6O7Sr", "method": "wB97M-V/def2-TZVPD", "symbols": ["Sr", "C", "C", "C", "C", "C", "N", "C", "C", "C", "N", "C", "C", "C", "C", "C", "C", "C", "C", "N", "C", "C", "C", "N", "C", "C", "C", "C", "O", "C", "O", "H", "H", "H", "H", "H", "H", "H", "H", "H", "H", "H", "H", "H", "H", "H", "H", "H", "H", "H", "H", "H", "H", "H", "H", "H", "H", "H", "H", "C", "C", "C", "C", "C", "C", "C", "F", "C", "C", "C", "O", "C", "C", "N", "C", "C", "O", "O", "H", "H", "H", "H", "H", "H", "H", "H", "H", "H", "H", "O", "C", "O", "C", "C", "C", "C", "C", "C", "C", "C", "C", "N", "H", "H", "H", "H", "H", "H"], "xyz": [[-0.7400, 0.3779, -0.5062], [3.4428, -2.3848, -6.2781], [2.7276, -1.5986, -5.2126], [3.4152, -1.2059, -4.1311], [3.0040, -0.4681, -2.9368], [3.9451, 0.1969, -2.1816], [3.7167, 1.0318, -1.1643], [4.6974, 1.3415, -0.1412], [4.0227, 1.5092, 1.2211], [3.0855, 0.3799, 1.6118], [3.8148, -0.8937, 1.7031], [3.3958, -2.1272, 1.9185], [2.1398, -2.7441, 1.9778], [2.1489, -4.0465, 2.5742], [1.0154, -4.7461, 2.8210], [1.0017, -6.1098, 3.4467], [-0.2111, -4.1194, 2.4631], [-0.3202, -2.9097, 1.8385], [-1.6963, -2.4676, 1.5461], [-2.0569, -1.3966, 0.9813], [-3.4859, -1.1925, 0.7566], [-3.8255, -1.0825, -0.7335], [-3.3213, -2.2649, -1.5696], [-1.9143, -2.0627, -1.9044], [-1.6395, -1.8222, -3.1089], [-0.2769, -1.4189, -3.6161], [0.2878, -2.3690, -4.6944], [1.6535, -0.4169, -2.4370], [1.2321, 0.5845, -1.8551], [0.9012, -2.1943, 1.4557], [0.9024, -1.2263, 0.6767], [4.5015, -2.5102, -6.0540], [3.3469, -1.8946, -7.2514], [2.9999, -3.3806, -6.3857], [4.4783, -1.4427, -4.1499], [4.9968, 0.0105, -2.3934], [2.7543, 1.3275, -1.0289], [5.2384, 2.2609, -0.3830], [5.4353, 0.5334, -0.1185], [3.4160, 2.4188, 1.2350], [4.8052, 1.6456, 1.9759], [2.2688, 0.2611, 0.9118], [2.6375, 0.5879, 2.5862], [4.8155, -0.7928, 1.7849], [4.2252, -2.7933, 2.1434], [3.1101, -4.4664, 2.8561], [2.0072, -6.4245, 3.7263], [0.5992, -6.8604, 2.7630], [0.3867, -6.1324, 4.3487], [-1.1333, -4.6493, 2.6890], [-2.4530, -3.1912, 1.8820], [-3.7716, -0.2671, 1.2603], [-4.0493, -2.0181, 1.2133], [-3.4552, -0.1611, -1.1983], [-4.9149, -1.0232, -0.7993], [-3.9324, -2.3742, -2.4741], [-3.4137, -3.1909, -0.9931], [-2.4089, -1.8402, -3.8943], [-0.4991, -2.7572, -5.3419], [-0.8172, 6.8520, 4.1847], [-2.0122, 5.9478, 4.4421], [-3.2978, 6.7581, 4.4895], [-4.4868, 5.8599, 4.7651], [-4.5576, 4.7742, 3.7320], [-5.7565, 4.2068, 3.3694], [-5.7941, 3.2037, 2.4067], [-6.9983, 2.6874, 2.0836], [-4.6683, 2.7446, 1.7918], [-3.4323, 3.3027, 2.1498], [-2.2205, 2.7717, 1.4949], [-2.3528, 1.8574, 0.6625], [-0.9833, 3.3646, 1.9178], [-1.0367, 4.3764, 2.8334], [-2.1378, 4.8825, 3.4143], [-3.3774, 4.3230, 3.1028], [0.4257, 2.9817, 1.4681], [1.3617, 3.6715, 1.8902], [0.5190, 1.9714, 0.7142], [-0.8845, 7.7087, 4.8556], [-0.8223, 7.2212, 3.1581], [0.1396, 6.3698, 4.3728], [-1.8852, 5.4467, 5.4089], [-3.4247, 7.2835, 3.5380], [-3.1922, 7.5165, 5.2661], [-5.4194, 6.4250, 4.7768], [-4.3796, 5.4129, 5.7595], [-6.6830, 4.5374, 3.8221], [-4.7039, 1.9783, 1.0313], [-0.0885, 4.8098, 3.1139], [-1.3977, 2.0246, -4.5833], [-1.1579, 1.0931, -3.8311], [-1.5608, 0.9173, -2.6292], [-0.2913, -0.0655, -4.3085], [0.6065, -0.0734, -5.2893], [1.2399, -1.4270, -5.5170], [1.0035, -3.4059, -3.8822], [1.4190, -4.6917, -4.1640], [2.1852, -5.3701, -3.2171], [2.5301, -4.7600, -2.0178], [2.1035, -3.4677, -1.7221], [1.3398, -2.8190, -2.6692], [0.7767, -1.5177, -2.5540], [0.8314, 0.8040, -5.8822], [1.1345, -1.6802, -6.5759], [1.1667, -5.1643, -5.1060], [2.5134, -6.3815, -3.4194], [3.1236, -5.3053, -1.2941], [2.3468, -2.9858, -0.7844]], "lumo_ev": -0.493, "energy_ha": -2842.13092, "gap_ev": 6.97, "homo_ev": -7.5, "relative_energy_kcal_mol": 35.2}

***

Record 3
{"formula": "C15H10F6IrN7S3Sb", "method": "wB97M-V/def2-TZVPD", "symbols": ["Ir", "N", "C", "C", "N", "C", "C", "N", "C", "C", "N", "H", "H", "H", "H", "H", "H", "S", "C", "C", "C", "C", "C", "N", "H", "H", "H", "H", "S", "C", "S", "C", "C", "N", "C", "N", "F", "Sb", "F", "F", "F", "F", "F"], "xyz": [[0.6172, 0.1263, 0.1602], [0.4212, -3.5788, -1.5981], [1.3308, -4.0086, -0.6539], [1.8044, -2.8855, -0.0380], [1.1762, -1.8087, -0.6023], [0.3344, -2.2572, -1.5547], [-0.5970, -1.2871, -2.1108], [-0.4383, -0.0428, -1.6342], [-1.5495, 0.6895, -2.1050], [-2.2869, -0.1447, -2.8721], [-1.6483, -1.3698, -2.8877], [-0.1369, -4.2255, -2.1531], [1.5460, -5.0463, -0.5019], [2.5348, -2.8020, 0.7895], [-1.8144, 1.7154, -1.8459], [-3.2398, -0.0049, -3.3601], [-2.0965, -2.2028, -3.2690], [3.4582, 0.3617, 0.4170], [3.1498, 1.8135, -0.3936], [4.1255, 2.7949, -0.6947], [3.6818, 3.9804, -1.2365], [2.3181, 4.2179, -1.4403], [1.4385, 3.1418, -1.2083], [1.8521, 2.0026, -0.6881], [5.1596, 2.6545, -0.4278], [4.3542, 4.8138, -1.3662], [1.9657, 5.1811, -1.7084], [0.3840, 3.2721, -1.4223], [-0.7001, 1.6769, 1.1625], [-0.3174, 0.9111, 2.6502], [0.8948, -0.2042, 2.4027], [-1.0370, 1.1117, 3.8641], [-0.6673, 0.3296, 4.9899], [-0.3254, -0.2529, 5.9329], [-2.1311, 2.0063, 3.8979], [-2.9250, 2.8326, 3.8063], [-1.2003, -1.7558, 0.5381], [-3.0613, -1.9725, 1.1291], [-3.4489, -2.4814, -0.6642], [-2.6155, -3.7592, 1.5120], [-4.7801, -2.0247, 1.7875], [-2.3899, -1.3881, 2.8248], [-3.1402, -0.1304, 0.5724]], "lumo_ev": [-3.481, -6.601], "energy_ha": -3099.07747, "gap_ev": [8.57, 5.71], "homo_ev": [-12.1, -12.3], "multiplicity": 5, "total_charge": 1, "relative_energy_kcal_mol": 0.0}

***

Record 4
{"formula": "CH6NO2", "method": "wB97M-V/def2-TZVPD", "symbols": ["N", "C", "O", "H", "H", "H", "H", "H", "H", "O"], "xyz": [[-0.6167, 0.8742, 2.0750], [-0.5116, -0.4140, 0.9739], [-0.0121, 0.1176, -0.0709], [-1.2220, 1.5394, 1.5745], [0.2848, 1.2706, 1.7313], [-1.5298, -0.6647, 0.7159], [-0.1249, -1.2914, 1.6065], [0.6010, -0.0741, -1.8966], [1.6099, -1.0461, -2.0616], [0.9830, -0.5387, -2.6838]], "lumo_ev": 4.541, "energy_ha": -246.90911, "gap_ev": 7.47, "homo_ev": -2.9, "total_charge": -1, "relative_energy_kcal_mol": 25.2}